No. 1
H10O5 | ωB97M-V/def2-TZVPD

Values from the calculation:
* relative energy (zero: lowest compared OMol25 entry of this formula, charge and spin): 444.0 kJ/mol
* E_tot: -382.0551 Ha
* frontier orbital gap: 8.749 eV

Structure (ORCA input):
```
! RIJCOSX wB97M-V def2-TZVPD def2/J DEFGRID3
* xyz 0 1
H -3.443 1.197 1.535
O -1.639 2.847 1.043
H 4.731 -1.661 -0.705
O -0.792 -1.353 -1.893
H 1.552 -1.607 0.336
H -1.670 -0.983 -2.038
H -1.057 2.195 1.450
H 3.851 -0.444 -0.938
H -1.208 3.056 0.207
H -2.053 0.583 1.568
O 0.687 -1.212 0.176
H 0.065 -1.921 0.376
H -0.302 -0.636 -1.475
O 3.818 -1.405 -0.875
O -2.540 1.344 1.232
*
```

Which charges does Löwdin predict for the atoms? In e, they are:
1 H 0.065
2 O -0.107
3 H 0.038
4 O -0.077
5 H 0.030
6 H 0.035
7 H 0.050
8 H 0.041
9 H 0.050
10 H 0.057
11 O -0.071
12 H 0.047
13 H 0.010
14 O -0.052
15 O -0.117



No. 2
CH5BO4 | ωB97M-V/def2-TZVPD

Values from the calculation:
* SMILES: O=C(O)BO.O
* relative energy (zero: lowest compared OMol25 entry of this formula, charge and spin): 156.1 kJ/mol
* E_tot: -366.9294 Ha
* frontier orbital gap: 10.185 eV

Structure (ORCA input):
```
! RIJCOSX wB97M-V def2-TZVPD def2/J DEFGRID3
* xyz 0 1
H -0.230 -1.995 0.525
O -3.618 0.305 -0.194
C 0.660 -0.287 -0.092
H 2.537 0.030 -1.572
H -4.419 0.272 0.441
O 0.688 -1.494 0.383
O 3.008 0.229 0.565
H 3.895 0.393 0.468
O -0.404 0.314 -0.291
B 2.218 0.166 -0.461
H -2.938 1.010 -0.105
*
```

Which charges does Löwdin predict for the atoms? In e, they are:
1 H 0.209
2 O -0.130
3 C -0.479
4 H 0.085
5 H 0.077
6 O 0.081
7 O 0.211
8 H 0.071
9 O 0.039
10 B -0.195
11 H 0.030